(1)
C6H10O in the gas phase, computed with the ωB97M-V functional and the def2-TZVPD basis.

```
17
Properties=species:S:1:pos:R:3:lowdin_charge:R:1
O -0.565 0.387 1.803 -0.060
C -0.995 -0.456 0.713 -0.372
C 0.066 -1.481 0.378 -0.059
C 1.215 -1.012 -0.111 -0.085
C 1.315 0.474 -0.321 -0.196
C 0.088 1.007 -1.089 -0.173
C -1.235 0.503 -0.463 -0.140
H -0.019 -0.147 2.395 0.097
H -1.938 -0.936 1.006 0.134
H -0.098 -2.533 0.599 0.101
H 2.074 -1.654 -0.296 0.101
H 2.255 0.775 -0.793 0.108
H 1.249 0.913 0.682 0.106
H 0.128 2.101 -1.074 0.106
H 0.138 0.712 -2.144 0.106
H -1.821 1.337 -0.063 0.112
H -1.858 0.009 -1.219 0.113
```

The value obtained for the molar mass is 98.14 g/mol. The HOMO energy comes out at -9.5 eV. As for the total energy: -8430.880 eV. As for the multiplicity: 1. The calculation puts the gap between HOMO and LUMO at 10.449 eV. The energy above the lowest of the compared OMol25 structures with the same formula, charge and spin comes out at 34.8 kJ/mol.

---

(2)
2 unconnected molecules or ions with the total composition C11H20N3 at a distorted geometry, computed with the ωB97M-V functional and the def2-TZVPD basis.

```
34
Properties=species:S:1:pos:R:3:lowdin_charge:R:1
C 2.861 -1.086 0.333 -0.206
C 3.024 -1.812 1.375 0.002
C -1.000 3.016 1.359 0.043
C -0.146 2.262 0.737 -0.153
C -0.347 -1.483 0.287 -0.147
C 0.629 -0.046 2.018 0.090
C -1.776 -1.588 -0.220 -0.123
C -2.021 0.813 -0.033 -0.024
C 0.046 -0.202 0.858 -0.331
C -0.472 0.939 0.041 -0.419
C 0.133 1.071 -1.412 -0.018
N 2.809 -0.250 -0.624 -0.011
N 3.340 -0.293 -1.964 0.031
N -2.267 -0.438 -0.986 0.102
H 3.838 -1.311 1.970 0.110
H 2.401 -2.571 1.735 0.046
H -0.765 3.864 1.988 0.077
H -2.089 2.664 1.423 0.089
H 0.836 2.466 1.028 0.098
H -0.162 -2.402 0.975 0.171
H 0.337 -1.706 -0.569 0.126
H 1.095 0.927 2.350 0.113
H 0.949 -0.868 2.594 0.056
H -1.901 -2.473 -0.815 0.135
H -2.420 -1.568 0.686 0.153
H -2.426 0.534 0.882 0.107
H -2.683 1.622 -0.340 0.139
H -0.715 1.725 -1.938 0.141
H 0.279 0.025 -1.819 0.084
H 1.081 1.605 -1.481 0.077
H 3.900 0.538 -2.159 0.088
H 3.865 -1.148 -2.068 0.072
H -1.684 -0.221 -1.742 0.110
H -3.214 -0.598 -1.237 0.172
```

The value obtained for the molar mass is 194.30 g/mol. The HOMO energy comes out at -11.8 eV. Its net charge is +1. As for the total energy: -16189.988 eV. As for the multiplicity: 1. The calculation puts the gap between HOMO and LUMO at 8.916 eV. The energy above the lowest of the compared OMol25 structures with the same formula, charge and spin comes out at 510.0 kJ/mol.

---

(3)
A molecular structure, C39H37BrF3N5OSbV at a distorted geometry, computed with the ωB97M-V functional and the def2-TZVPD basis.

```
88
Properties=species:S:1:pos:R:3:lowdin_charge:R:1
V -2.508 2.797 0.609 0.995
C -2.795 1.451 3.057 -0.046
N -3.092 2.800 2.567 -0.398
C -2.294 3.829 3.289 -0.051
C -4.568 3.053 2.533 -0.133
C -5.316 2.533 1.263 -0.125
N -4.407 2.283 0.107 -0.394
C -4.438 0.872 -0.392 -0.041
C -4.706 3.267 -0.938 -0.064
H -2.025 1.472 3.855 0.112
H -2.363 0.829 2.246 0.095
H -3.715 1.001 3.431 0.103
H -2.408 3.646 4.395 0.123
H -2.667 4.868 3.035 0.117
H -1.235 3.746 3.017 0.076
H -4.690 4.120 2.632 0.115
H -5.041 2.578 3.391 0.127
H -6.055 3.297 1.050 0.123
H -5.828 1.590 1.585 0.144
H -5.425 0.682 -0.829 0.103
H -4.245 0.128 0.427 0.115
H -3.711 0.767 -1.248 0.065
H -5.721 3.115 -1.237 0.099
H -4.083 3.148 -1.851 0.120
H -4.575 4.282 -0.506 0.109
Br 6.443 -1.087 -6.882 0.798
C 5.641 0.524 -6.516 -0.722
C 4.532 0.928 -7.276 -0.136
C 3.691 1.852 -6.767 -0.030
C 3.780 2.301 -5.424 -0.273
C 4.946 1.975 -4.692 -0.026
C 5.864 1.126 -5.249 -0.132
N 2.547 2.592 -4.963 0.039
N 2.341 2.865 -3.716 0.092
C 1.067 2.619 -3.318 -0.265
C 0.085 2.253 -4.189 -0.029
C -1.016 1.556 -3.806 0.001
C -1.242 1.301 -2.440 -0.376
O -2.096 0.461 -1.988 -0.090
C -0.358 1.949 -1.471 -0.100
N -0.774 2.104 -0.142 -0.024
C 0.160 2.543 0.726 -0.176
C 1.430 2.950 0.365 -0.047
C 1.790 2.950 -0.976 0.033
C 0.862 2.497 -1.895 -0.100
H 4.297 0.510 -8.250 0.110
H 2.828 2.250 -7.296 0.118
H 5.059 2.470 -3.746 0.102
H 6.669 0.806 -4.552 0.116
H 0.256 2.641 -5.220 0.135
H -1.769 1.243 -4.507 0.116
H -0.064 2.416 1.777 0.092
H 2.216 3.097 1.093 0.113
H 2.759 3.408 -1.309 0.143
F 5.526 -6.491 1.658 0.062
C 4.493 -5.643 1.462 -0.276
C 4.713 -4.488 0.728 0.010
C 3.612 -3.596 0.524 -0.119
C 2.315 -3.952 0.941 -0.433
C 2.149 -5.135 1.615 -0.135
C 3.221 -5.993 1.881 -0.002
Sb 0.882 -2.381 0.827 1.495
C 1.297 -1.463 2.806 -0.381
C 1.067 -2.102 4.036 -0.115
C 1.290 -1.416 5.216 -0.007
C 1.729 -0.066 5.131 -0.242
F 2.037 0.656 6.257 0.036
C 2.051 0.500 3.895 -0.036
C 1.801 -0.185 2.714 -0.187
C -0.775 -3.803 0.785 -0.427
C -0.720 -4.850 -0.119 -0.136
C -1.779 -5.747 -0.241 0.019
C -2.969 -5.467 0.481 -0.258
F -4.092 -6.178 0.279 0.064
C -3.034 -4.406 1.375 -0.013
C -1.881 -3.632 1.565 -0.155
H 5.702 -4.214 0.379 0.116
H 3.759 -2.690 -0.022 0.072
H 1.183 -5.517 1.947 0.104
H 2.978 -6.888 2.437 0.119
H 0.812 -3.154 4.114 0.106
H 1.246 -1.937 6.171 0.121
H 2.581 1.497 3.880 0.133
H 2.058 0.186 1.720 0.072
H 0.127 -5.012 -0.791 0.113
H -1.677 -6.577 -0.866 0.099
H -3.948 -4.092 1.910 0.123
H -1.786 -3.017 2.445 0.085
```

The value obtained for the molar mass is 901.36 g/mol. The HOMO energy (alpha / beta) comes out at -8.7 / -8.7 eV. Its net charge is +1. As for the total energy: -160948.822 eV. As for the multiplicity: 4. The calculation puts the gap between HOMO and LUMO (alpha / beta) at 5.291 / 4.708 eV. The energy above the lowest of the compared OMol25 structures with the same formula, charge and spin comes out at 0.0 kJ/mol.

---

(4)
C4H6N4 in the gas phase at a distorted geometry, computed with the ωB97M-V functional and the def2-TZVPD basis.

```
14
Properties=species:S:1:pos:R:3:lowdin_charge:R:1
H 2.945 1.095 -0.040 0.062
N 1.850 1.324 0.023 0.071
C 1.343 0.067 0.094 -0.495
N 1.976 -1.106 -0.119 0.079
C -0.118 0.115 0.122 -0.339
C -1.024 1.206 0.101 -0.022
C -2.200 0.541 -0.107 -0.144
N -1.909 -0.790 -0.094 -0.085
N -0.623 -1.070 0.215 0.077
H 1.544 -2.045 -0.324 0.118
H 3.085 -0.914 0.127 0.178
H -0.709 2.242 -0.176 0.119
H -3.399 0.742 -0.190 0.166
H -2.762 -1.408 0.370 0.216
```

The value obtained for the molar mass is 110.12 g/mol. The HOMO energy comes out at -8.7 eV. As for the total energy: -10202.957 eV. As for the multiplicity: 1. The calculation puts the gap between HOMO and LUMO at 9.519 eV. The energy above the lowest of the compared OMol25 structures with the same formula, charge and spin comes out at 287.8 kJ/mol.

---

(5)
5 unconnected molecules or ions with the total composition C42H61BrCl2F12N2O16P3 at a distorted geometry, computed with the ωB97M-V functional and the def2-TZVPD basis.

```
139
Properties=species:S:1:pos:R:3:lowdin_charge:R:1
C -7.597 2.511 -4.523 0.043
C -6.310 2.157 -4.608 -0.077
C -5.270 2.972 -5.302 -0.491
O -5.310 3.078 -6.494 0.165
O -4.279 3.576 -4.573 -0.017
C -3.259 2.667 -4.124 -0.187
C -1.926 3.384 -4.173 -0.159
C -0.853 2.722 -3.297 -0.171
C -1.279 2.675 -1.813 -0.205
C -0.158 3.024 -0.824 -0.141
C 0.246 1.994 0.236 -0.159
N -0.857 1.343 1.047 -0.056
C -1.125 2.060 2.395 -0.478
N -1.422 3.433 1.960 -0.090
C -0.481 4.546 2.195 -0.127
C -2.777 3.922 2.218 -0.463
C -3.174 4.578 3.515 -0.002
O -3.587 3.776 1.343 0.143
P 0.376 2.224 3.632 0.678
O 0.819 0.760 4.159 -0.428
Br -0.705 2.927 5.448 0.489
C -2.356 1.407 2.979 -0.169
C -2.180 -0.119 3.189 -0.296
C -3.379 -0.549 4.076 -0.039
C -2.082 -0.849 1.803 -0.332
C -1.602 -2.320 2.099 -0.140
C -2.558 -3.391 2.605 -0.172
C -3.339 -4.138 1.727 -0.049
C -4.180 -5.149 2.148 -0.067
C -4.257 -5.457 3.495 -0.065
C -3.447 -4.766 4.378 -0.044
C -2.594 -3.750 3.960 -0.225
C -1.715 -3.156 5.037 -0.040
P -3.695 -0.644 0.890 0.517
O -4.765 -0.197 1.775 -0.203
O -4.142 -1.921 0.070 -0.091
O -3.421 0.524 -0.204 -0.150
C -0.873 -0.162 1.012 -0.708
Cl 0.726 -0.698 1.635 0.794
P -0.844 -0.644 -0.901 0.645
O -1.561 -2.096 -0.959 -0.318
Cl 1.051 -1.111 -1.471 0.444
H -8.389 1.779 -4.626 0.065
H -7.904 3.533 -4.336 0.073
H -6.015 1.200 -4.181 0.105
H -3.529 2.317 -3.123 0.119
H -3.254 1.793 -4.785 0.124
H -1.608 3.466 -5.210 0.127
H -2.091 4.393 -3.788 0.126
H -0.691 1.713 -3.684 0.104
H 0.038 3.340 -3.399 0.112
H -2.077 3.413 -1.693 0.120
H -1.749 1.718 -1.630 0.026
H 0.759 3.196 -1.393 0.122
H -0.382 3.985 -0.369 0.098
H 0.911 2.509 0.928 0.095
H 0.891 1.244 -0.214 0.056
H -1.722 1.613 0.544 0.135
H -0.840 5.380 1.585 0.110
H 0.531 4.362 1.852 0.070
H -0.466 4.939 3.214 0.057
H -2.358 4.969 4.110 0.040
H -3.823 5.411 3.245 0.103
H -3.791 3.869 4.064 0.099
H 0.315 0.431 4.915 0.037
H -2.608 1.826 3.947 0.065
H -3.242 1.477 2.344 0.109
H -1.280 -0.330 3.757 0.090
H -4.123 0.243 4.111 0.083
H -3.906 -1.430 3.734 0.081
H -3.032 -0.669 5.104 0.088
H -0.858 -2.243 2.884 0.070
H -1.067 -2.746 1.254 0.100
H -3.279 -3.952 0.667 0.095
H -4.773 -5.699 1.430 0.108
H -4.913 -6.229 3.873 0.108
H -3.475 -5.037 5.426 0.117
H -1.254 -2.209 4.764 0.045
H -2.267 -2.996 5.960 0.088
H -0.889 -3.846 5.225 0.097
H -3.995 -1.870 -0.881 0.088
H -3.159 0.206 -1.081 0.035
H -1.093 -2.717 -1.540 0.048
C 2.206 -8.362 -3.324 -0.055
C 3.133 -7.276 -2.829 -0.178
O 2.714 -5.968 -3.295 0.046
C 1.727 -5.403 -2.638 -0.412
O 1.125 -5.826 -1.696 0.173
C 1.442 -4.012 -3.238 -0.541
F 1.368 -4.036 -4.565 0.190
F 2.404 -3.144 -2.894 0.113
F 0.269 -3.539 -2.779 0.077
H 2.127 -8.330 -4.411 0.086
H 2.586 -9.338 -3.027 0.088
H 1.204 -8.243 -2.913 0.079
H 4.134 -7.410 -3.231 0.128
H 3.208 -7.268 -1.743 0.128
C -1.991 -1.910 -8.987 -0.054
C -3.013 -1.218 -8.116 -0.175
O -2.862 -1.595 -6.722 0.043
C -1.904 -0.989 -6.056 -0.418
O -1.137 -0.162 -6.448 0.176
C -1.915 -1.470 -4.591 -0.536
F -2.013 -2.794 -4.487 0.176
F -2.963 -0.934 -3.928 0.137
F -0.807 -1.081 -3.959 0.108
H -2.046 -2.991 -8.856 0.086
H -2.175 -1.672 -10.034 0.089
H -0.979 -1.595 -8.736 0.079
H -4.021 -1.526 -8.382 0.128
H -2.960 -0.135 -8.207 0.129
C 3.889 -1.273 1.289 -0.090
C 4.701 -0.692 0.153 -0.194
O 5.909 -0.070 0.632 0.034
C 6.910 -0.894 0.914 -0.396
O 6.914 -2.081 0.811 0.182
C 8.130 -0.074 1.381 -0.545
F 7.766 0.853 2.280 0.149
F 8.687 0.555 0.341 0.176
F 9.043 -0.857 1.934 0.189
H 3.680 -0.508 2.040 0.075
H 2.953 -1.669 0.904 0.008
H 4.426 -2.081 1.784 0.086
H 4.151 0.104 -0.347 0.118
H 4.944 -1.446 -0.595 0.129
C 9.160 2.919 3.928 -0.057
C 7.908 3.725 3.672 -0.196
O 7.544 4.532 4.812 0.032
C 8.218 5.663 4.962 -0.404
O 9.085 6.084 4.259 0.177
C 7.683 6.421 6.195 -0.553
F 7.547 5.605 7.244 0.168
F 6.480 6.944 5.916 0.162
F 8.503 7.406 6.530 0.182
H 9.046 2.310 4.826 0.091
H 9.366 2.268 3.086 0.062
H 10.024 3.565 4.079 0.083
H 7.057 3.067 3.509 0.114
H 8.011 4.359 2.792 0.129
```

The value obtained for the molar mass is 1321.66 g/mol. The HOMO energy comes out at -11.1 eV. Its net charge is +1. As for the total energy: -235844.174 eV. As for the multiplicity: 1. The calculation puts the gap between HOMO and LUMO at 8.426 eV. The energy above the lowest of the compared OMol25 structures with the same formula, charge and spin comes out at 0.0 kJ/mol.

---

(6)
C8H7F2N in the gas phase at a distorted geometry, computed with the ωB97M-V functional and the def2-TZVPD basis.

```
18
Properties=species:S:1:pos:R:3:lowdin_charge:R:1
C -0.693 -1.495 -1.351 0.007
C -0.423 -0.523 -0.132 -0.319
C -1.181 -0.964 0.994 -0.198
N -1.643 -1.453 1.927 0.195
C -1.025 1.023 -0.460 -0.164
F -2.168 1.159 -1.102 0.119
C -0.341 1.975 0.158 -0.049
C 0.849 1.713 0.819 -0.116
C 1.448 0.574 1.024 -0.044
C 1.044 -0.565 0.187 -0.298
F 1.817 -0.529 -0.994 -0.031
H -0.900 -2.546 -1.027 0.101
H 0.359 -1.522 -1.883 0.122
H -1.461 -1.159 -1.986 0.054
H -0.596 3.077 -0.003 0.152
H 1.201 2.523 1.592 0.156
H 2.322 0.281 1.589 0.120
H 1.392 -1.571 0.648 0.192
```

The value obtained for the molar mass is 155.15 g/mol. The HOMO energy comes out at -9.5 eV. As for the total energy: -15331.637 eV. As for the multiplicity: 1. The calculation puts the gap between HOMO and LUMO at 9.585 eV. The energy above the lowest of the compared OMol25 structures with the same formula, charge and spin comes out at 207.5 kJ/mol.